No. 1
C30H26BrIrN3S4 as an isolated structure in a non-equilibrium geometry. Source: the Open Molecules 2025 dataset; level of theory: ωB97M-V/def2-TZVPD.

Results
Energy above the lowest of the compared OMol25 structures with the same formula, charge and spin = 35.7 kcal per mole
HOMO-LUMO gap (spin up / spin down) = 6.63 / 5.00 eV
HOMO level (spin up / spin down) = -13.1 / -13.0 eV
M = 828.95 Da

The geometry in ORCA input format:
```
! RIJCOSX wB97M-V def2-TZVPD def2/J DEFGRID3
* xyz 2 2
Ir -0.704 0.205 -0.625
S 0.518 0.528 -2.589
C 1.472 1.972 -2.178
C 2.735 2.229 -2.690
C 3.391 3.402 -2.329
C 2.802 4.317 -1.467
C 1.525 4.084 -0.969
C 0.889 2.915 -1.342
S -0.787 2.490 -0.925
C -0.933 3.003 0.800
C -1.894 2.061 1.480
C -2.489 2.398 2.680
C -3.321 1.478 3.293
C -3.592 0.275 2.661
C -3.018 0.015 1.430
C -3.411 -1.164 0.614
S -1.993 -1.939 -0.221
C -2.742 -2.316 -1.759
C -3.144 -3.619 -2.031
C -3.797 -3.876 -3.225
C -4.027 -2.836 -4.121
C -3.602 -1.544 -3.849
C -2.951 -1.276 -2.649
S -2.456 0.361 -2.253
N -2.147 0.880 0.875
H 3.208 1.518 -3.356
H 4.380 3.597 -2.721
H 3.325 5.224 -1.196
H 1.046 4.812 -0.327
H -1.309 4.026 0.820
H 0.053 2.977 1.265
H -2.290 3.360 3.131
H -3.772 1.703 4.250
H -4.267 -0.446 3.101
H -4.075 -0.822 -0.182
H -3.930 -1.911 1.211
H -2.950 -4.413 -1.320
H -4.119 -4.880 -3.461
H -4.530 -3.039 -5.057
H -3.763 -0.749 -4.565
Br 0.052 -2.718 2.127
C 1.075 -2.960 0.543
C 1.959 -4.026 0.578
C 2.799 -4.216 -0.503
C 2.717 -3.331 -1.564
C 1.785 -2.314 -1.507
N 0.951 -2.116 -0.474
H 1.985 -4.677 1.439
H 3.504 -5.037 -0.509
H 3.350 -3.426 -2.435
H 1.681 -1.629 -2.336
C 3.943 1.124 3.808
C 2.851 0.902 2.809
C 1.530 0.694 3.190
C 0.557 0.487 2.235
N 0.812 0.500 0.917
C 2.092 0.678 0.542
C 3.114 0.881 1.440
H 3.571 1.079 4.828
H 4.408 2.099 3.650
H 4.724 0.372 3.689
H 1.253 0.674 4.236
H -0.461 0.307 2.537
H 2.296 0.637 -0.515
H 4.121 1.016 1.067
*
```

Atomic partial charges in e from the natural (NBO) method, atoms 1 to 2: 0.650, 0.221

No. 2
C30H27BrCl2CrN5O5 as an isolated structure in a non-equilibrium geometry. Source: the Open Molecules 2025 dataset; level of theory: ωB97M-V/def2-TZVPD.

Results
Energy above the lowest of the compared OMol25 structures with the same formula, charge and spin = 0.0 kcal per mole
HOMO-LUMO gap (spin up / spin down) = 7.07 / 7.51 eV
HOMO level (spin up / spin down) = -8.2 / -8.1 eV
M = 740.38 Da

The geometry in ORCA input format:
```
! RIJCOSX wB97M-V def2-TZVPD def2/J DEFGRID3
* xyz 0 2
Cr -0.860 1.143 0.495
O -0.118 0.147 4.314
C 0.687 -0.947 4.307
C 1.272 -1.313 5.515
C 2.086 -2.428 5.590
C 2.328 -3.192 4.459
C 1.752 -2.828 3.253
C 0.935 -1.709 3.153
C 0.210 -1.373 1.852
O 0.133 -0.017 1.629
N 0.802 -2.131 0.698
N 1.164 -1.585 -0.467
C 1.800 -0.477 -0.514
C 2.035 0.220 -1.776
Br 1.353 2.037 -1.547
C 2.575 -0.060 -2.963
C 3.237 -1.280 -3.450
C 2.875 -2.577 -3.082
C 3.550 -3.671 -3.604
C 4.590 -3.495 -4.504
C 4.940 -2.212 -4.900
C 4.264 -1.119 -4.387
H -0.376 0.334 3.397
H 1.064 -0.704 6.387
H 2.529 -2.701 6.539
H 2.964 -4.066 4.513
H 1.938 -3.415 2.364
H -0.806 -1.777 1.932
H 0.288 -2.978 0.520
H 2.077 0.081 0.373
H 2.611 0.762 -3.670
H 2.055 -2.719 -2.399
H 3.256 -4.670 -3.306
H 5.118 -4.351 -4.902
H 5.742 -2.065 -5.611
H 4.545 -0.121 -4.701
Cl -3.108 4.512 -2.314
C -2.096 4.777 -0.944
C -1.857 6.082 -0.494
C -1.053 6.318 0.590
Cl -0.784 7.947 1.115
C -0.442 5.251 1.285
C 0.402 5.367 2.409
C 0.893 4.231 2.997
C 0.566 2.974 2.470
N -0.203 2.833 1.410
C -0.711 3.947 0.824
C -1.540 3.680 -0.302
O -1.709 2.429 -0.652
H -2.321 6.908 -1.014
H 0.650 6.347 2.791
H 1.530 4.283 3.867
H 0.940 2.063 2.923
O -2.939 -0.712 1.881
N -3.138 0.413 2.289
O -2.368 1.343 1.860
C -4.815 -0.809 -1.340
C -3.530 -1.504 -1.832
C -3.508 -2.974 -1.390
C -3.404 -1.386 -3.357
C -2.422 -0.808 -1.195
N -1.591 -0.239 -0.655
H -5.674 -1.272 -1.826
H -4.799 0.254 -1.584
H -4.917 -0.912 -0.260
H -4.350 -3.494 -1.846
H -3.591 -3.049 -0.306
H -2.584 -3.459 -1.707
H -4.269 -1.862 -3.817
H -2.501 -1.881 -3.714
H -3.374 -0.341 -3.667
*
```

Atomic partial charges in e from the Mulliken method, atoms 1 to 2: -0.130, -0.699

No. 3
C30H27ClGaN4O7SSb as an isolated structure. Source: the Open Molecules 2025 dataset; level of theory: ωB97M-V/def2-TZVPD.

Results
Energy above the lowest of the compared OMol25 structures with the same formula, charge and spin = 25.8 kcal per mole
HOMO-LUMO gap (spin up / spin down) = 5.39 / 7.23 eV
HOMO level (spin up / spin down) = -3.3 / -5.2 eV
M = 814.57 Da

The geometry in ORCA input format:
```
! RIJCOSX wB97M-V def2-TZVPD def2/J DEFGRID3
* xyz -1 2
Ga -0.872 -0.077 -0.391
C -3.724 1.091 1.040
C -2.567 1.982 1.361
C -2.746 3.191 2.019
C -1.653 4.001 2.258
C -0.411 3.608 1.795
C -0.296 2.399 1.123
N -1.347 1.594 0.966
Sb 1.580 2.145 0.002
C 2.411 0.665 1.422
C 3.214 1.161 2.451
C 3.639 0.317 3.463
C 3.252 -1.011 3.422
C 2.477 -1.448 2.352
C 2.056 -2.886 2.245
N 2.073 -0.631 1.378
C 1.989 1.062 -1.865
C 3.088 1.555 -2.560
C 3.269 1.166 -3.880
C 2.325 0.343 -4.467
C 1.255 -0.110 -3.699
C 0.140 -0.909 -4.300
N 1.134 0.211 -2.411
H -4.663 1.619 1.203
H -3.706 0.198 1.662
H -3.681 0.778 -0.004
H -3.743 3.496 2.305
H -1.778 4.954 2.759
H 0.455 4.249 1.906
H 3.478 2.212 2.462
H 4.249 0.689 4.278
H 3.542 -1.706 4.200
H 2.013 -3.363 3.224
H 2.764 -3.444 1.631
H 1.077 -2.950 1.772
H 3.767 2.253 -2.086
H 4.114 1.532 -4.452
H 2.389 0.071 -5.513
H 0.412 -1.290 -5.286
H -0.723 -0.245 -4.391
H -0.159 -1.734 -3.654
Cl -2.166 -5.575 6.141
C -2.258 -4.542 4.735
C -1.391 -3.468 4.627
C -1.463 -2.658 3.504
C -2.395 -2.915 2.505
C -3.263 -3.991 2.644
C -3.199 -4.816 3.756
C -2.485 -2.036 1.268
O -3.378 -2.249 0.457
O -1.538 -1.173 1.189
H -0.671 -3.274 5.411
H -0.797 -1.815 3.386
H -3.995 -4.161 1.865
H -3.869 -5.656 3.872
O -0.244 2.676 -1.587
S -1.558 2.265 -2.188
O -1.471 2.219 -3.633
O -1.837 0.799 -1.728
O -2.634 3.079 -1.656
O -1.064 -1.824 -1.464
N -0.434 -2.921 -1.152
C 0.914 -2.950 -1.182
C 1.578 -4.140 -0.967
C 0.863 -5.293 -0.688
C -0.521 -5.220 -0.618
C -1.157 -4.022 -0.855
H 1.372 -1.994 -1.392
H 2.657 -4.140 -1.014
H 1.375 -6.230 -0.513
H -1.123 -6.086 -0.385
H -2.224 -3.849 -0.832
*
```

Atomic partial charges in e from the Mulliken method, atoms 1 to 2: 1.375, -1.474

No. 4
C30H27F10IrN6Si as an isolated structure in a non-equilibrium geometry. Source: the Open Molecules 2025 dataset; level of theory: ωB97M-V/def2-TZVPD.

Results
Energy above the lowest of the compared OMol25 structures with the same formula, charge and spin = 10.7 kcal per mole
HOMO-LUMO gap (spin up / spin down) = 7.79 / 6.49 eV
HOMO level (spin up / spin down) = -10.8 / -10.9 eV
M = 881.87 Da

The geometry in ORCA input format:
```
! RIJCOSX wB97M-V def2-TZVPD def2/J DEFGRID3
* xyz 1 2
Ir 1.541 -0.340 0.160
C 4.099 -1.303 -0.799
N 3.486 -0.945 0.510
C 4.197 0.195 1.121
C 3.844 1.429 0.315
N 2.377 1.498 0.079
C 1.939 2.730 -0.452
C 0.637 3.200 -0.238
F -0.206 2.538 0.558
C 0.137 4.373 -0.770
F -1.128 4.707 -0.529
C 0.939 5.197 -1.532
F 0.472 6.320 -2.046
C 2.249 4.807 -1.742
F 3.052 5.563 -2.475
C 2.727 3.618 -1.219
F 3.995 3.351 -1.561
C 3.376 -2.177 1.332
C 2.314 -3.098 0.693
N 1.327 -2.275 -0.037
C 0.241 -2.945 -0.619
C -0.540 -3.935 -0.029
F -0.280 -4.381 1.206
C -1.638 -4.487 -0.675
F -2.369 -5.404 -0.054
C -1.986 -4.068 -1.947
F -3.050 -4.573 -2.554
C -1.201 -3.116 -2.581
F -1.497 -2.722 -3.816
C -0.098 -2.601 -1.932
F 0.688 -1.753 -2.611
H 5.110 -1.677 -0.624
H 4.148 -0.428 -1.442
H 3.500 -2.062 -1.292
H 5.277 0.029 1.153
H 3.832 0.293 2.136
H 4.382 1.429 -0.628
H 4.184 2.308 0.868
H 3.041 -1.866 2.320
H 4.348 -2.666 1.437
H 1.848 -3.671 1.497
H 2.755 -3.826 0.005
C 2.033 0.326 3.677
Si 0.723 -0.161 2.419
C -0.011 -1.800 2.936
C -0.599 1.137 2.702
H 1.494 0.437 4.623
H 2.477 1.297 3.450
H 2.833 -0.392 3.861
H -0.556 -1.625 3.868
H 0.738 -2.566 3.137
H -0.717 -2.205 2.213
H -0.960 0.966 3.721
H -1.460 1.101 2.041
H -0.191 2.145 2.657
N -9.096 0.905 -0.570
C -7.955 0.853 -0.687
C -6.526 0.786 -0.830
C -5.806 -0.196 -0.157
C -4.431 -0.259 -0.290
C -3.779 0.671 -1.089
C -4.488 1.654 -1.763
C -5.864 1.707 -1.637
N -2.357 0.619 -1.218
C -1.602 1.129 -2.253
C -0.310 0.844 -1.962
N -0.260 0.177 -0.756
C -1.504 0.058 -0.342
H -6.326 -0.916 0.459
H -3.887 -1.047 0.212
H -3.980 2.395 -2.363
H -6.427 2.468 -2.158
H -2.040 1.597 -3.115
H 0.573 1.039 -2.546
H -1.806 -0.412 0.575
*
```

Atomic partial charges in e from the Mulliken method, atoms 1 to 2: 1.045, -0.896

No. 5
A 2-piece molecular cluster, C30H27N2O2 overall in a non-equilibrium geometry. Source: the Open Molecules 2025 dataset; level of theory: ωB97M-V/def2-TZVPD.

Results
Energy above the lowest of the compared OMol25 structures with the same formula, charge and spin = 84.0 kcal per mole
HOMO-LUMO gap = 5.08 eV
HOMO level = -10.2 eV
M = 447.56 Da

The geometry in ORCA input format:
```
! RIJCOSX wB97M-V def2-TZVPD def2/J DEFGRID3
* xyz 1 1
C 1.326 0.369 3.027
N 2.319 1.205 2.976
N 3.181 2.006 2.932
C -0.007 0.822 3.083
C -1.104 -0.058 3.063
C -2.385 0.432 3.104
C -2.607 1.797 3.173
C -1.541 2.679 3.203
C -0.258 2.200 3.156
H 1.542 -0.682 3.010
H -0.926 -1.118 3.015
H -3.222 -0.248 3.081
H -3.613 2.175 3.210
H -1.713 3.741 3.264
H 0.588 2.863 3.184
C -5.230 -4.380 -1.748
O -3.899 -4.761 -2.028
C -2.955 -3.756 -1.849
C -1.593 -4.100 -1.854
C -0.616 -3.165 -1.633
C -0.944 -1.814 -1.422
C 0.054 -0.784 -1.156
C 1.232 -1.120 -0.446
C 2.282 -0.285 -0.200
C 3.475 -0.633 0.521
C 4.481 0.325 0.710
C 5.644 0.015 1.378
C 5.841 -1.259 1.875
C 4.855 -2.216 1.723
C 3.688 -1.910 1.060
C -0.190 0.577 -1.632
C -0.755 0.789 -2.904
C -0.916 2.052 -3.402
C -0.551 3.182 -2.654
O -0.734 4.429 -3.237
C -0.526 5.521 -2.373
C -0.037 2.973 -1.364
C 0.127 1.711 -0.863
C -2.305 -1.468 -1.456
C -3.278 -2.407 -1.654
H -5.873 -5.252 -1.871
H -5.304 -4.026 -0.718
H -5.561 -3.604 -2.439
H -1.335 -5.128 -2.035
H 0.419 -3.454 -1.653
H 1.297 -2.127 -0.084
H 2.249 0.713 -0.591
H 4.314 1.331 0.363
H 6.392 0.775 1.538
H 6.754 -1.500 2.395
H 4.995 -3.200 2.142
H 2.925 -2.662 0.973
H -1.038 -0.066 -3.495
H -1.322 2.205 -4.386
H -0.737 6.439 -2.921
H -1.206 5.454 -1.524
H 0.509 5.552 -2.031
H 0.228 3.821 -0.760
H 0.452 1.578 0.154
H -2.581 -0.444 -1.274
H -4.307 -2.104 -1.654
*
```

Atomic partial charges in e from the natural (NBO) method, atoms 1 to 2: -0.241, 0.045

No. 6
C30H27N4O10S2Ti as an isolated structure in a non-equilibrium geometry. Source: the Open Molecules 2025 dataset; level of theory: ωB97M-V/def2-TZVPD.

Results
Energy above the lowest of the compared OMol25 structures with the same formula, charge and spin = 68.3 kcal per mole
HOMO-LUMO gap (spin up / spin down) = 5.15 / 7.70 eV
HOMO level (spin up / spin down) = -2.8 / -5.4 eV
M = 715.57 Da

The geometry in ORCA input format:
```
! RIJCOSX wB97M-V def2-TZVPD def2/J DEFGRID3
* xyz -1 3
Ti 0.308 0.540 0.522
O -1.267 1.102 4.232
C -0.717 1.250 2.986
O -0.656 0.223 2.212
C -0.241 2.491 2.526
C -0.184 3.759 3.142
C 0.418 4.801 2.444
C 0.978 4.590 1.187
C 0.887 3.307 0.633
N 0.250 2.316 1.268
C 1.506 2.780 -0.605
O 2.168 3.461 -1.387
O 1.285 1.498 -0.729
H -1.408 0.156 4.360
H -0.592 3.898 4.132
H 0.459 5.784 2.896
H 1.494 5.368 0.646
O 2.178 1.053 2.373
S 2.638 -0.230 1.874
O 3.560 -0.930 2.743
O 1.485 -1.055 1.480
C 3.567 0.212 0.407
C 4.590 1.127 0.596
C 5.289 1.621 -0.495
C 4.964 1.192 -1.773
C 3.951 0.271 -1.957
C 3.241 -0.205 -0.864
S 1.940 -1.375 -1.205
O 1.995 -1.621 -2.625
O 2.262 -2.626 -0.467
O 0.598 -0.912 -0.788
H 4.797 1.459 1.602
H 6.066 2.356 -0.352
H 5.497 1.584 -2.626
H 3.651 -0.074 -2.933
C -3.183 3.017 -0.074
C -3.080 3.334 -1.419
C -2.303 2.530 -2.229
C -1.560 1.480 -1.690
C -1.530 1.210 -0.305
C -2.437 1.972 0.450
C -0.937 0.544 -2.638
C -0.076 0.982 -3.664
C 0.352 0.082 -4.604
C -0.075 -1.262 -4.522
C 0.299 -2.262 -5.433
C -0.128 -3.558 -5.269
C -0.922 -3.905 -4.172
C -1.307 -2.951 -3.265
C -0.910 -1.608 -3.425
N -1.346 -0.707 -2.528
H -3.824 3.601 0.575
H -3.607 4.184 -1.830
H -2.283 2.700 -3.298
H -2.562 1.762 1.510
H 0.246 2.014 -3.673
H 1.027 0.382 -5.395
H 0.943 -1.998 -6.262
H 0.158 -4.317 -5.985
H -1.219 -4.938 -4.039
H -1.922 -3.192 -2.410
N -0.111 -3.360 0.088
C -0.707 -3.112 1.411
C -2.201 -2.819 1.239
N -2.347 -1.954 0.086
H 0.973 -3.123 0.026
H -0.523 -2.638 -0.545
H -0.306 -4.293 -0.272
H -0.214 -2.226 1.824
H -0.534 -3.959 2.079
H -2.589 -2.400 2.182
H -2.755 -3.748 1.030
H -1.752 -1.115 0.150
H -3.301 -1.632 -0.028
*
```

Atomic partial charges in e from the Mulliken method, atoms 1 to 2: -0.942, -0.672

No. 7
C30H27N6OPbS4 as an isolated structure in a non-equilibrium geometry. Source: the Open Molecules 2025 dataset; level of theory: ωB97M-V/def2-TZVPD.

Results
Energy above the lowest of the compared OMol25 structures with the same formula, charge and spin = 0.0 kcal per mole
HOMO-LUMO gap = 6.30 eV
HOMO level = -10.1 eV
M = 823.06 Da

The geometry in ORCA input format:
```
! RIJCOSX wB97M-V def2-TZVPD def2/J DEFGRID3
* xyz 1 1
Pb 0.000 0.000 0.000
C -0.402 2.889 3.288
C -0.852 1.986 2.168
N -0.161 1.740 1.100
N 1.124 2.297 1.083
C 2.138 1.476 1.133
S 2.065 -0.253 1.362
S 3.726 2.276 0.998
C 4.250 1.579 -0.587
C 3.518 2.131 -1.787
C 3.913 3.332 -2.394
C 3.219 3.830 -3.499
C 2.120 3.136 -4.006
C 1.708 1.951 -3.401
C 2.401 1.453 -2.297
C -2.151 1.280 2.311
C -3.307 1.992 2.673
C -4.521 1.323 2.779
C -4.565 -0.044 2.526
C -3.397 -0.733 2.166
C -2.142 -0.109 2.039
O -1.078 -0.737 1.707
H 0.563 2.547 3.674
H -1.112 2.892 4.118
H -0.298 3.910 2.910
H 4.207 0.485 -0.582
H 5.315 1.814 -0.701
H 4.750 3.892 -1.986
H 3.520 4.770 -3.948
H 1.562 3.530 -4.848
H 0.828 1.420 -3.751
H 2.037 0.552 -1.800
H -3.251 3.061 2.841
H -5.422 1.862 3.045
H -5.499 -0.589 2.595
H -3.450 -1.802 1.965
C -1.432 -3.272 0.347
C -2.106 -2.272 -0.524
N -1.670 -1.047 -0.723
C -2.526 -0.393 -1.578
C -3.609 -1.112 -2.030
S -3.558 -2.688 -1.353
C -2.140 0.972 -1.868
C -2.756 1.903 -2.671
S -1.848 3.359 -2.639
C -0.723 2.620 -1.564
N -0.987 1.373 -1.238
C 0.456 3.376 -1.061
H -0.529 -2.843 0.794
H -1.136 -4.154 -0.230
H -2.093 -3.588 1.160
H -4.400 -0.809 -2.698
H -3.659 1.813 -3.255
H 0.496 4.399 -1.449
H 1.379 2.866 -1.353
H 0.426 3.430 0.032
N 2.768 -6.593 -2.213
C 2.337 -5.570 -1.874
C 1.806 -4.307 -1.456
C 1.940 -3.896 -0.131
C 1.410 -2.669 0.224
N 0.772 -1.853 -0.643
C 0.657 -2.276 -1.919
C 1.152 -3.485 -2.372
H 2.443 -4.510 0.610
H 1.484 -2.296 1.242
H 0.138 -1.594 -2.588
H 1.029 -3.773 -3.411
H 1.272 0.566 -1.158
*
```

Atomic partial charges in e from the natural (NBO) method, atoms 1 to 2: 1.770, -0.698